[1]
{"formula": "C34H45MoN4OS3Si", "method": "ωB97M-V with the def2-TZVPD basis set", "total_charge": 1, "total_energy_ev": -86228.299, "spin_multiplicity": 3, "e_lumo_ha": [-0.1652, -0.1441], "homo_lumo_gap_ev": [6.007, 6.825], "symbols": ["Mo", "C", "C", "N", "N", "C", "S", "S", "C", "C", "C", "C", "C", "C", "C", "C", "C", "C", "C", "C", "C", "O", "H", "H", "H", "H", "H", "H", "H", "H", "H", "H", "H", "H", "H", "H", "C", "C", "C", "C", "C", "C", "C", "C", "C", "C", "H", "H", "H", "H", "H", "H", "H", "H", "H", "H", "H", "H", "H", "H", "C", "N", "C", "S", "N", "C", "H", "H", "H", "H", "H", "H", "H", "H", "C", "Si", "C", "C", "C", "C", "H", "H", "H", "H", "H", "H", "H", "H", "H"], "xyz": [[0.070, 0.278, -1.566], [2.568, 0.350, 2.202], [1.390, 0.490, 1.237], [1.512, 0.207, -0.020], [2.828, -0.237, -0.222], [3.081, -0.709, -1.389], [1.840, -0.839, -2.604], [4.492, -1.581, -1.800], [5.322, -1.762, -0.234], [4.569, -2.647, 0.736], [3.529, -3.482, 0.353], [2.919, -4.275, 1.309], [3.246, -4.118, 2.671], [4.300, -3.270, 3.038], [4.929, -2.509, 2.038], [0.138, 0.855, 1.876], [-0.002, 0.720, 3.255], [-1.134, 1.179, 3.895], [-2.148, 1.841, 3.064], [-1.992, 1.943, 1.726], [-0.906, 1.400, 1.099], [-1.018, 1.254, -0.217], [2.501, -0.644, 2.670], [3.565, 0.367, 1.704], [2.482, 1.088, 2.970], [6.299, -2.211, -0.412], [5.379, -0.787, 0.296], [3.215, -3.612, -0.688], [2.134, -5.008, 1.061], [2.818, -4.667, 3.524], [4.731, -3.139, 4.033], [5.669, -1.811, 2.424], [0.690, 0.186, 3.897], [-1.320, 0.989, 4.963], [-3.095, 2.196, 3.427], [-2.891, 2.272, 1.198], [-4.360, 0.523, -0.834], [-4.144, 1.661, -1.870], [-5.325, 1.904, -2.826], [-2.914, 1.354, -2.741], [-2.522, 2.287, -3.715], [-1.462, 1.944, -4.551], [-0.812, 0.715, -4.598], [0.173, 0.403, -5.648], [-1.253, -0.229, -3.647], [-2.245, 0.097, -2.747], [-4.974, 0.797, 0.018], [-3.300, 0.243, -0.408], [-4.816, -0.318, -1.325], [-3.939, 2.561, -1.327], [-5.663, 0.969, -3.301], [-5.059, 2.498, -3.665], [-6.087, 2.382, -2.225], [-2.985, 3.308, -3.783], [-1.134, 2.715, -5.237], [0.931, -0.324, -5.360], [0.698, 1.370, -6.113], [-0.257, -0.094, -6.525], [-0.875, -1.279, -3.567], [-2.570, -0.775, -2.154], [2.156, 4.001, 1.323], [1.974, 3.393, 0.008], [0.892, 3.580, -0.809], [0.950, 2.733, -2.363], [-0.088, 4.451, -0.581], [-0.367, 5.451, 0.467], [3.035, 3.571, 1.672], [1.395, 3.841, 2.064], [2.420, 5.009, 1.175], [2.585, 2.604, -0.166], [-0.830, 4.341, -1.198], [0.492, 6.142, 0.602], [-0.703, 5.042, 1.450], [-1.195, 6.023, 0.068], [-0.348, -2.982, 2.965], [-1.158, -3.602, 1.422], [-0.737, -5.355, 0.779], [-2.962, -3.441, 1.638], [-0.785, -2.456, -0.012], [-0.508, -1.574, -0.842], [-0.732, -3.607, 3.817], [-0.742, -1.969, 3.262], [0.762, -3.097, 2.950], [-0.449, -6.041, 1.570], [0.032, -5.410, 0.033], [-1.653, -5.767, 0.453], [-3.519, -4.163, 2.129], [-3.480, -3.313, 0.653], [-3.257, -2.423, 2.109]], "lowdin_charge": [1.274, -0.004, -0.230, -0.113, -0.048, -1.045, 0.609, 0.961, -0.408, -0.320, -0.061, -0.069, -0.096, -0.071, -0.078, -0.124, -0.068, -0.031, -0.033, -0.047, -0.326, -0.282, 0.100, 0.083, 0.070, 0.097, 0.092, 0.104, 0.100, 0.111, 0.109, 0.121, 0.118, 0.113, 0.106, 0.123, -0.063, -0.356, -0.049, -0.179, -0.027, -0.081, -0.326, -0.060, -0.190, -0.144, 0.073, 0.092, 0.074, 0.118, 0.099, 0.052, 0.084, 0.142, 0.117, 0.047, 0.139, 0.089, 0.119, 0.107, -0.049, -0.006, -0.720, 0.617, 0.006, -0.039, 0.070, 0.089, 0.076, 0.108, 0.090, 0.097, 0.096, 0.087, -0.178, 0.431, -0.164, -0.198, -0.136, -0.267, 0.054, 0.035, 0.014, 0.031, 0.014, 0.010, 0.000, 0.049, 0.072]}



[2]
{"formula": "C34H45N7Tm", "method": "ωB97M-V with the def2-TZVPD basis set", "total_charge": -1, "total_energy_ev": -75945.034, "spin_multiplicity": 3, "e_lumo_ha": [0.0863, 0.0862], "homo_lumo_gap_ev": [4.498, 4.476], "symbols": ["Tm", "N", "N", "C", "C", "C", "C", "H", "H", "H", "C", "C", "H", "H", "H", "C", "C", "H", "H", "H", "C", "H", "H", "H", "C", "H", "H", "H", "C", "H", "C", "H", "C", "H", "C", "H", "C", "C", "H", "C", "C", "H", "C", "H", "N", "C", "C", "C", "H", "C", "C", "H", "H", "H", "C", "H", "C", "C", "H", "H", "H", "C", "H", "H", "H", "C", "N", "C", "N", "C", "N", "C", "N", "C", "C", "H", "H", "H", "H", "H", "H", "H", "H", "H", "H", "H", "H"], "xyz": [[0.276, 0.266, 0.263], [0.100, 2.113, 5.416], [2.485, 0.047, -0.097], [-1.690, 1.186, -1.229], [-1.102, 2.301, -0.555], [-1.855, 2.507, 0.682], [-1.952, 3.687, 1.380], [-1.194, 4.458, 1.246], [-0.850, 3.364, 3.473], [-2.643, 3.747, 2.220], [-2.648, 1.304, 0.877], [-3.481, 1.081, 2.077], [-4.273, 1.839, 2.194], [-2.856, 1.142, 2.981], [-3.958, 0.091, 2.062], [-2.654, 0.590, -0.330], [-3.701, -0.382, -0.737], [-4.189, -0.850, 0.128], [-3.291, -1.180, -1.367], [-4.502, 0.109, -1.317], [-0.316, 3.394, -1.168], [-0.973, 4.179, -1.580], [0.329, 3.032, -1.982], [0.318, 3.871, -0.407], [-1.672, 0.987, -2.701], [-1.807, -0.067, -2.974], [-0.729, 1.325, -3.147], [-2.481, 1.563, -3.184], [0.612, 1.355, 6.365], [0.220, 1.497, 7.376], [1.608, 0.391, 6.108], [1.890, -0.276, 6.912], [2.181, 0.301, 4.828], [2.961, -0.438, 4.614], [1.775, 1.197, 3.847], [2.245, 1.276, 2.850], [0.688, 2.100, 4.175], [0.120, 2.946, 3.230], [0.606, 3.113, 2.270], [1.874, -0.381, -1.224], [3.635, 0.765, -0.441], [4.343, 1.074, 0.312], [3.662, 0.872, -1.792], [4.403, 1.326, -2.423], [2.589, 0.103, -2.288], [2.077, 0.001, -3.601], [2.169, 1.038, -4.557], [1.618, 0.820, -5.832], [1.742, 1.586, -6.608], [0.894, -0.341, -6.133], [0.382, -0.631, -7.513], [-0.575, -1.163, -7.460], [1.079, -1.269, -8.074], [0.241, 0.293, -8.080], [0.649, -1.258, -5.107], [0.007, -2.126, -5.283], [1.239, -1.101, -3.851], [0.909, -2.064, -2.765], [1.703, -2.162, -1.993], [0.752, -3.061, -3.186], [-0.042, -1.787, -2.269], [2.735, 2.395, -4.264], [3.801, 2.371, -4.006], [2.196, 2.933, -3.466], [2.645, 3.009, -5.171], [-1.506, -2.309, 1.092], [-0.414, -1.423, 1.623], [0.906, -2.182, 1.505], [0.862, -3.465, 2.239], [-0.254, -4.277, 1.682], [-1.560, -3.598, 1.800], [-1.797, -3.336, 3.240], [-0.744, -2.468, 3.821], [-0.699, -1.201, 3.077], [0.546, -3.171, 3.661], [-2.455, -1.785, 1.237], [-1.333, -2.490, 0.020], [1.703, -1.545, 1.921], [1.082, -2.386, 0.433], [-0.305, -5.224, 2.237], [-0.053, -4.471, 0.620], [-2.769, -2.842, 3.358], [-1.792, -4.297, 3.773], [0.093, -0.569, 3.498], [-1.668, -0.697, 3.154], [0.492, -4.126, 4.202], [1.344, -2.546, 4.083]], "lowdin_charge": [1.104, 0.042, -0.120, -0.338, -0.355, -0.300, 0.017, 0.057, 0.012, 0.056, -0.251, -0.064, 0.083, 0.077, 0.062, -0.282, -0.065, 0.061, 0.069, 0.088, -0.070, 0.088, 0.055, 0.075, -0.053, 0.067, 0.068, 0.089, -0.214, 0.084, -0.168, 0.054, -0.174, 0.089, -0.119, 0.088, -0.441, -0.064, 0.014, -0.330, -0.122, 0.096, -0.073, 0.092, -0.021, -0.112, -0.188, -0.014, 0.113, -0.280, -0.066, 0.075, 0.081, 0.072, -0.010, 0.121, -0.194, -0.092, 0.069, 0.077, 0.076, -0.050, 0.063, 0.084, 0.075, -0.153, -0.200, -0.175, -0.079, -0.165, -0.088, -0.159, -0.073, -0.128, -0.156, 0.108, 0.127, 0.118, 0.108, 0.120, 0.123, 0.126, 0.120, 0.107, 0.118, 0.121, 0.121]}